Entry from OMol25: a structure of composition C26H30N8PrS3 (wB97M-V/def2-TZVPD).

Cartesian coordinates (Å):
Pr1 -0.064 0.448 -1.619
N1 -3.592 1.634 0.124
C1 -2.250 1.398 0.039
S1 -1.361 2.657 -0.848
N2 -1.811 0.306 0.572
N3 -0.439 -0.011 0.559
C2 -0.011 -0.530 1.699
C3 -0.973 -0.615 2.840
C4 -1.391 0.551 3.474
C5 -2.272 0.484 4.540
C6 -2.755 -0.746 4.967
C7 -2.349 -1.907 4.328
C8 -1.454 -1.844 3.270
C9 1.302 -0.976 1.956
C10 1.713 -1.288 3.282
C11 2.908 -1.860 3.591
C12 3.655 -2.359 2.489
C13 3.368 -1.965 1.241
N4 2.448 -0.825 0.996
H1 -3.905 2.564 -0.091
H2 -4.097 1.125 0.834
H3 -1.024 1.512 3.131
H4 -2.588 1.394 5.034
H5 -3.446 -0.800 5.798
H6 -2.725 -2.868 4.655
H7 -1.130 -2.750 2.772
H8 1.007 -1.078 4.070
H9 3.187 -2.083 4.609
H10 4.402 -3.129 2.630
H11 3.781 -2.435 0.367
C14 3.466 0.571 -1.993
C15 3.156 -0.804 -1.389
N5 2.046 -0.854 -0.404
C16 3.149 0.483 1.295
C17 2.245 1.713 1.293
N6 1.658 2.058 -0.002
C18 2.425 3.048 -0.773
C19 2.344 2.738 -2.276
N7 2.275 1.280 -2.487
H12 3.963 1.203 -1.264
H13 4.183 0.396 -2.799
H14 2.853 -1.466 -2.199
H15 4.094 -1.190 -0.987
H16 1.591 -1.761 -0.508
H17 3.545 0.360 2.302
H18 3.991 0.575 0.612
H19 1.442 1.546 2.009
H20 2.853 2.534 1.687
H21 0.732 2.448 0.164
H22 2.058 4.063 -0.604
H23 3.465 3.031 -0.445
H24 1.435 3.175 -2.697
H25 3.204 3.184 -2.784
H26 2.189 1.099 -3.483
S2 0.679 -1.219 -3.749
C20 -1.017 -1.128 -3.934
N8 -1.786 -0.581 -3.011
C21 -3.136 -0.706 -3.344
C22 -4.214 -0.299 -2.564
C23 -5.494 -0.505 -3.041
C24 -5.716 -1.106 -4.280
C25 -4.656 -1.522 -5.063
C26 -3.371 -1.321 -4.580
S3 -1.853 -1.779 -5.306
H27 -4.044 0.172 -1.608
H28 -6.341 -0.196 -2.442
H29 -6.728 -1.255 -4.631
H30 -4.819 -1.992 -6.024

Spin multiplicity ... 3
Total charge ... +1
LUMO energy (spin up / spin down) ... -2.76 / -2.72 eV
Calculated total energy ... -85939.320 eV
Gap between HOMO and LUMO (spin up / spin down) ... 0.269 / 0.272 Ha

From a Mulliken analysis of the wavefunction, the atomic charges in e read: Pr 0.495; N -0.425; C 0.683; S -0.551; N -1.326; N 0.957; C 1.005; C -1.038; C 0.152; C -1.034; C -0.399; C -0.855; C 0.274; C 0.381; C -0.952; C -1.308; C -0.591; C -0.302; N 0.378; H 0.212; H 0.240; H 0.408; H 0.443; H 0.418; H 0.424; H 0.468; H 0.411; H 0.494; H 0.477; H 0.439; C -1.122; C -1.071; N 0.098; C -0.687; C -1.259; N 0.419; C -0.869; C -0.947; N -0.146; H 0.316; H 0.538; H 0.623; H 0.424; H 0.614; H 0.730; H 0.562; H 0.172; H 0.591; H 0.217; H 0.392; H 0.419; H 0.421; H 0.420; H 0.457; S -0.610; C 0.583; N 0.016; C -0.497; C 0.069; C -0.763; C -0.461; C -0.599; C 0.598; S -0.229; H 0.412; H 0.413; H 0.392; H 0.391